145
Properties=species:S:1:pos:R:3:forces:R:3:lowdin_charge:R:1 method="wB97M-V/def2-TZVPD" total_energy_ha=-5116.152491 spin_multiplicity=1 orbital_gap_ha=0.357
C -2.5974 2.1283 2.6214 0.56 -0.06 -0.02 -0.09
C -2.1207 1.3049 1.4235 -1.14 0.21 -0.10 -0.25
C -3.0685 0.1102 1.1691 0.90 0.12 0.15 -0.19
C -2.5561 -1.1986 1.7949 -0.39 0.05 -0.52 -0.19
C -2.7212 -2.4149 0.8570 0.87 -0.01 0.83 -0.18
C -1.4279 -2.6581 0.0524 -1.00 0.76 -0.95 -0.19
C -1.0579 -1.4077 -0.7656 0.70 -0.14 0.94 -0.20
C 0.1668 -1.5870 -1.6564 -0.92 -0.18 -0.58 -0.19
C 0.5070 -0.3792 -2.5586 0.31 -0.05 1.02 -0.17
C 0.3496 1.0349 -1.9543 0.51 0.24 -0.57 -0.18
C 1.6619 1.8329 -1.7797 -0.60 0.50 0.63 -0.19
C 2.2477 1.8632 -0.3525 -0.81 -0.68 -0.29 -0.18
C 2.2761 0.4814 0.3149 1.03 -0.20 -0.41 -0.20
C 3.5515 0.2603 1.1408 -0.11 0.58 -0.16 -0.21
C 3.5476 0.9817 2.4918 -0.27 0.25 -0.09 -0.25
N 3.3886 0.1311 3.7131 0.23 -1.66 -0.98 -0.38
P 4.7938 -0.8183 4.1407 1.34 0.39 0.12 0.38
S 6.3550 -0.5797 3.0306 -0.18 -0.03 -0.17 0.23
S 1.9893 -0.7346 3.7589 -0.62 1.59 2.09 0.48
O 1.9660 -1.4398 4.9770 0.76 -1.30 0.61 -0.25
O 0.9276 0.1567 3.5454 -0.76 0.57 -1.39 -0.21
F 2.0310 -1.7826 2.6224 0.27 -0.07 -0.43 -0.11
H -2.1358 3.1185 2.6590 -0.01 -0.09 0.13 0.05
H -2.3312 1.5810 3.5230 0.01 0.10 0.29 0.08
H -3.6760 2.2499 2.6301 -0.21 0.10 -0.19 0.06
H -2.1201 1.8938 0.5072 0.07 0.32 0.02 0.09
H -1.0993 0.9776 1.5888 0.20 -0.13 0.02 0.08
H -3.1674 0.0138 0.0976 -0.10 -0.30 -0.23 0.08
H -4.0643 0.3491 1.5322 -0.18 0.03 0.09 0.11
H -3.0292 -1.3548 2.7608 -0.17 -0.16 0.11 0.10
H -1.4966 -1.0835 2.0004 0.30 0.00 0.17 0.09
H -2.9046 -3.2893 1.4800 -0.17 -0.23 -0.12 0.10
H -3.5725 -2.2623 0.2036 -0.15 -0.07 -0.14 0.09
H -1.5848 -3.4688 -0.6523 0.06 -0.37 0.12 0.09
H -0.6055 -2.9138 0.7149 0.15 -0.16 0.14 0.10
H -1.9276 -1.0286 -1.2943 -0.02 -0.02 -0.33 0.11
H -0.7996 -0.6632 -0.0157 -0.07 0.42 -0.03 0.07
H 1.0008 -1.9305 -1.0513 0.26 0.15 0.18 0.10
H -0.0571 -2.4265 -2.3183 0.17 -0.16 -0.11 0.10
H 1.5554 -0.4774 -2.8369 0.09 -0.12 -0.33 0.10
H -0.0800 -0.4434 -3.4670 -0.17 -0.05 -0.16 0.10
H -0.1775 1.0638 -1.0064 -0.20 -0.24 0.18 0.09
H -0.2479 1.6259 -2.6470 -0.06 -0.18 0.18 0.08
H 2.4219 1.5692 -2.5125 0.06 -0.30 -0.08 0.11
H 1.3950 2.8660 -1.9808 0.17 0.19 -0.27 0.08
H 3.2528 2.2695 -0.4350 0.09 0.25 0.33 0.11
H 1.5988 2.5014 0.2463 0.25 0.43 0.09 0.11
H 2.3496 -0.2382 -0.4910 -0.23 -0.37 -0.15 0.10
H 1.3746 0.2666 0.8785 -0.22 0.00 0.06 0.09
H 3.8123 -0.7905 1.2056 0.00 -0.15 0.28 0.09
H 4.3445 0.7187 0.5559 0.32 -0.11 -0.05 0.10
H 4.4365 1.5788 2.6450 0.28 -0.12 0.11 0.09
H 2.7174 1.6805 2.5089 -0.19 0.08 0.17 0.12
H 4.4146 -2.1618 4.3002 -0.44 0.27 -0.04 0.00
H 5.1297 -0.4064 5.4399 -0.58 -0.11 0.07 -0.03
C -4.2272 -3.9817 -3.5090 0.06 -0.27 -0.06 -0.11
C -2.9808 -3.1907 -3.8068 0.54 0.15 0.12 -0.10
O -3.3384 -1.8673 -3.3476 -0.13 -0.20 0.07 0.06
C -4.3175 -2.0025 -2.4268 0.09 -0.05 -0.08 -0.59
O -4.7174 -1.1176 -1.7342 -0.07 0.10 0.04 0.14
O -4.7784 -3.2692 -2.3896 0.00 0.13 0.07 0.07
H -4.0222 -5.0184 -3.2507 -0.06 0.27 0.16 0.10
H -4.9460 -3.9583 -4.3265 -0.04 0.08 0.01 0.12
H -2.1210 -3.5427 -3.2296 -0.09 0.06 0.14 0.13
H -2.7190 -3.1765 -4.8605 0.02 0.29 0.55 0.10
C -5.5271 -2.0958 -8.3518 -0.17 0.12 -0.10 -0.11
C -4.1549 -1.4753 -8.4958 -0.01 0.19 -0.16 -0.11
O -3.4435 -2.0523 -7.3966 -0.11 -0.07 -0.05 0.08
C -4.0521 -3.2115 -7.0662 0.03 -0.06 -0.07 -0.55
O -3.6078 -4.0050 -6.2991 -0.29 -0.35 -0.92 0.14
O -5.2320 -3.3456 -7.7159 0.08 0.11 0.02 0.07
H -6.0248 -2.2564 -9.3044 0.01 -0.21 0.03 0.13
H -6.1827 -1.5158 -7.7004 0.04 0.00 0.04 0.13
H -3.6598 -1.7626 -9.4249 -0.01 -0.05 0.02 0.13
H -4.1667 -0.3915 -8.4207 0.11 -0.02 0.18 0.14
C 8.7673 0.6490 0.4999 -0.30 -0.21 -0.05 -0.14
C 9.3866 1.1503 1.7817 -0.08 -0.04 0.18 -0.14
O 10.6584 1.6327 1.3341 -0.13 -0.02 -0.14 0.06
C 10.5553 1.9298 0.0128 0.01 0.00 0.02 -0.57
O 11.3809 2.5043 -0.6146 0.06 0.04 -0.05 0.17
O 9.3775 1.4786 -0.4921 0.13 0.03 0.21 0.06
H 7.6860 0.7592 0.4822 0.02 0.10 -0.15 0.11
H 9.0217 -0.3923 0.2921 0.03 0.01 0.02 0.13
H 8.8258 1.9770 2.2215 0.02 0.02 -0.03 0.13
H 9.5051 0.3672 2.5258 0.21 0.05 0.01 0.12
C 0.2986 6.6812 -4.5896 -0.02 0.25 -0.02 -0.11
C 1.6184 6.1444 -4.0855 0.20 0.15 0.10 -0.11
O 1.2124 4.9826 -3.3495 -0.03 0.10 -0.23 0.05
C 0.0175 4.5762 -3.8318 -0.12 0.03 0.10 -0.56
O -0.5126 3.5507 -3.5417 -0.05 0.30 -0.19 0.15
O -0.4991 5.4959 -4.6840 0.12 -0.08 0.07 0.06
H 0.3795 7.1693 -5.5577 -0.11 -0.16 -0.09 0.13
H -0.1709 7.3658 -3.8818 0.03 -0.06 0.07 0.13
H 2.2825 5.8345 -4.8956 -0.06 -0.06 -0.01 0.13
H 2.1444 6.8440 -3.4402 -0.09 -0.17 0.19 0.13
C 2.5659 -5.8936 1.4478 0.18 0.03 0.09 -0.12
C 1.5570 -6.9240 1.9062 0.05 -0.13 0.15 -0.12
O 0.3517 -6.4696 1.2888 0.16 0.06 -0.02 0.06
C 0.6887 -5.7195 0.2073 -0.04 0.02 -0.03 -0.56
O -0.0760 -5.3320 -0.6080 0.04 -0.12 -0.13 0.17
O 2.0262 -5.4700 0.1948 -0.09 -0.08 0.13 0.06
H 3.5645 -6.3030 1.3177 -0.01 0.04 -0.18 0.13
H 2.6178 -5.0327 2.1186 -0.05 -0.01 0.00 0.13
H 1.7861 -7.9261 1.5386 0.01 0.02 -0.04 0.13
H 1.4459 -6.9596 2.9870 -0.18 0.06 -0.02 0.13
C -6.4735 -8.9439 -4.0210 -0.14 -0.15 -0.02 -0.12
C -6.9284 -7.5222 -4.2667 -0.21 0.02 -0.10 -0.11
O -5.9107 -6.7592 -3.6150 0.02 -0.15 -0.01 0.05
C -4.7897 -7.5201 -3.5519 0.08 -0.07 0.00 -0.56
O -3.7215 -7.1216 -3.2217 0.00 -0.13 0.00 0.17
O -5.0546 -8.7984 -3.9182 -0.10 0.12 0.01 0.07
H -6.7332 -9.6206 -4.8309 0.19 -0.02 -0.04 0.13
H -6.8549 -9.3493 -3.0820 0.01 0.04 0.02 0.13
H -6.9389 -7.2626 -5.3269 0.05 -0.02 0.00 0.13
H -7.9042 -7.3069 -3.8392 0.09 0.13 0.13 0.13
C -1.7990 5.1910 0.2364 -0.54 -0.59 -0.35 -0.11
C -1.2073 5.7015 1.5072 0.13 0.17 0.46 -0.13
O 0.0843 6.1632 1.0889 -0.04 -0.12 -0.32 0.07
C 0.0070 6.4378 -0.2303 -0.60 -0.43 0.32 -0.57
O 0.8479 6.9931 -0.8438 0.73 0.55 -0.71 0.16
O -1.1655 5.9927 -0.7641 0.43 0.20 0.31 0.06
H -2.8787 5.3131 0.1999 0.01 0.09 -0.14 0.14
H -1.5524 4.1427 0.0518 0.02 0.02 -0.05 0.12
H -1.7601 6.5348 1.9173 0.06 0.12 -0.02 0.11
H -1.1157 4.9313 2.2656 0.22 0.07 0.06 0.11
C -5.8825 4.3112 4.4034 -0.17 -0.18 0.03 -0.11
C -5.2937 4.8229 5.6996 -0.13 -0.07 0.18 -0.11
O -4.0143 5.3109 5.2820 -0.12 -0.03 -0.06 0.07
C -4.0892 5.6000 3.9635 -0.32 -0.24 0.23 -0.56
O -3.2522 6.1746 3.3553 0.15 0.26 -0.09 0.15
O -5.2447 5.1450 3.4297 0.01 -0.03 0.13 0.07
H -6.9627 4.4178 4.3535 0.02 0.14 -0.15 0.13
H -5.6175 3.2716 4.2039 0.06 0.02 0.00 0.13
H -5.8653 5.6510 6.1222 0.01 0.02 -0.05 0.13
H -5.1833 4.0475 6.4528 0.20 0.02 -0.02 0.13
C 5.9373 2.7602 8.2681 -0.09 0.11 0.09 -0.12
C 5.8119 2.3000 6.8337 -0.22 0.12 -0.17 -0.13
O 7.1057 1.7611 6.5613 -0.07 0.02 0.19 0.05
C 7.6671 1.4039 7.7485 0.04 -0.02 0.03 -0.56
O 8.6641 0.7752 7.8580 0.06 -0.05 0.00 0.18
O 6.9238 1.8643 8.7882 -0.04 0.03 -0.18 0.06
H 5.0080 2.6777 8.8255 0.08 -0.14 0.11 0.13
H 6.3098 3.7829 8.3481 0.04 -0.02 -0.04 0.13
H 5.0668 1.5097 6.7147 -0.01 0.00 0.06 0.11
H 5.5788 3.1114 6.1485 0.17 -0.04 -0.10 0.13